Below is a structure of composition C64H56BaN13O3P2S2SbTe at a distorted geometry, with properties calculated with the ωB97M-V functional and the def2-TZVPD basis.

Results
ΔE to the lowest compared entry with this formula, charge and spin = 353.23 kJ/mol
Kohn-Sham gap = 5.6 eV
net charge = -2
calculated total energy = -5422.8603 hartree

```
143
C64H56BaN13O3P2S2SbTe, DFT the ωB97M-V functional and the def2-TZVPD basis
Ba -0.547 -0.338 0.482
Te 4.761 -0.047 2.430
C 6.618 -1.035 2.087
C 7.580 -1.189 3.087
C 8.736 -1.891 2.813
N 9.017 -2.430 1.633
C 8.108 -2.275 0.676
C 6.918 -1.604 0.849
C 3.863 -1.042 0.688
P 2.808 0.307 0.068
C 4.080 1.637 -0.143
C 5.231 1.365 -0.878
C 6.219 2.319 -1.023
C 6.070 3.564 -0.433
C 4.922 3.847 0.290
C 3.925 2.896 0.427
C 2.710 0.077 -1.759
C 3.216 -0.994 -2.481
C 3.118 -1.022 -3.863
C 2.560 0.049 -4.539
C 2.068 1.134 -3.829
C 2.115 1.132 -2.450
P 2.641 -2.133 1.526
C 3.666 -2.956 2.832
C 4.860 -3.600 2.523
C 5.617 -4.193 3.513
C 5.176 -4.177 4.825
C 3.970 -3.572 5.136
C 3.219 -2.961 4.147
C 2.674 -3.735 0.607
C 3.524 -4.124 -0.421
C 3.479 -5.417 -0.912
C 2.608 -6.343 -0.363
C 1.762 -5.967 0.672
C 1.785 -4.670 1.138
H 7.402 -0.780 4.070
H 9.488 -2.044 3.581
H 8.362 -2.724 -0.279
H 6.196 -1.523 0.049
H 5.352 0.388 -1.324
H 7.109 2.095 -1.597
H 6.849 4.308 -0.541
H 4.808 4.819 0.751
H 3.025 3.115 0.990
H 3.701 -1.802 -1.950
H 3.494 -1.872 -4.418
H 2.511 0.038 -5.620
H 1.651 1.981 -4.356
H 1.703 1.955 -1.877
H 5.209 -3.623 1.502
H 6.560 -4.660 3.262
H 5.776 -4.635 5.600
H 3.617 -3.570 6.158
H 2.277 -2.491 4.387
H 4.230 -3.412 -0.826
H 4.135 -5.714 -1.720
H 2.590 -7.357 -0.740
H 1.088 -6.692 1.110
H 1.116 -4.335 1.922
N -3.256 -3.741 0.831
C -4.090 -3.127 1.724
C -5.323 -3.474 2.245
C -5.866 -2.621 3.186
C -5.178 -1.484 3.616
C -3.941 -1.137 3.106
C -3.402 -1.958 2.122
N -2.224 -1.874 1.434
C -2.166 -2.932 0.682
C -1.091 -3.323 -0.188
C -1.047 -4.508 -0.871
S 0.348 -4.581 -1.864
C 0.780 -3.025 -1.268
N -0.043 -2.509 -0.433
H -3.488 -4.512 0.233
H -5.831 -4.378 1.935
H -6.839 -2.843 3.605
H -5.635 -0.859 4.370
H -3.395 -0.278 3.460
H -1.744 -5.318 -0.872
H 1.660 -2.519 -1.610
N -1.198 1.140 4.047
C -1.017 2.102 3.089
N -1.244 3.394 3.333
N -1.033 3.992 2.171
N -0.701 3.136 1.271
N -0.678 1.895 1.800
C -0.719 -0.149 3.995
N -0.877 -1.008 5.003
N -0.343 -2.139 4.555
N 0.108 -1.982 3.362
N -0.099 -0.722 2.947
H -1.374 1.497 4.975
C -6.113 4.191 -0.993
C -5.037 5.103 -0.472
C -5.401 6.343 0.043
C -4.457 7.230 0.525
C -3.122 6.872 0.504
C -2.753 5.636 0.005
C -3.690 4.740 -0.488
Sb -2.717 2.910 -1.254
C -2.960 3.672 -3.328
C -3.687 4.819 -3.605
C -3.594 5.467 -4.827
C -2.748 4.975 -5.801
C -2.024 3.825 -5.546
C -2.120 3.171 -4.326
C -1.323 1.935 -4.089
C -4.419 1.594 -1.057
C -5.050 1.035 -2.156
C -5.974 0.013 -1.999
C -6.259 -0.465 -0.733
C -5.668 0.123 0.371
C -4.759 1.165 0.226
C -4.185 1.819 1.445
H -6.996 4.764 -1.281
H -6.410 3.473 -0.227
H -5.758 3.627 -1.855
H -6.449 6.621 0.062
H -4.766 8.193 0.915
H -2.372 7.551 0.879
H -1.713 5.341 0.025
H -4.331 5.240 -2.849
H -4.163 6.370 -5.008
H -2.644 5.486 -6.749
H -1.349 3.443 -6.301
H -0.709 1.689 -4.954
H -1.993 1.103 -3.880
H -0.684 2.060 -3.215
H -4.807 1.384 -3.150
H -6.447 -0.431 -2.867
H -6.948 -1.293 -0.597
H -5.903 -0.247 1.361
H -4.811 1.622 2.315
H -4.114 2.899 1.309
H -3.181 1.444 1.648
C -0.719 -1.335 -3.178
S -2.195 -0.866 -2.200
O -2.685 -2.069 -1.549
O -3.113 -0.362 -3.192
O -1.715 0.139 -1.263
H -0.643 -2.414 -3.206
H -0.862 -0.952 -4.179
H 0.165 -0.890 -2.741
```